*w*
C47H49F3N5O5S3V | ωB97M-V with the def2-TZVPD basis set

Last column: Mulliken charge in e.
Atoms and positions in Å:
V  0.123  -0.046  -0.681  0.5335
S  1.269  2.696  0.292  1.0211
S  -1.886  -1.650  3.840  -0.3655
S  2.094  -0.278  1.389  1.3134
F  0.482  3.845  -1.937  -0.2592
F  1.889  2.248  -2.265  -0.1706
F  2.586  4.185  -1.618  -0.2726
O  2.044  -0.492  -0.069  -0.1347
O  0.114  1.873  0.033  -1.0805
O  2.477  2.016  0.705  -0.7124
O  -0.378  -1.925  -0.647  0.9967
O  0.984  3.913  0.997  -0.6568
N  -0.578  -0.338  2.007  0.6594
N  0.367  -5.062  -1.985  -0.5482
N  -3.812  1.157  -1.968  0.3898
N  -1.772  0.346  -1.130  1.0733
N  -0.465  -4.161  -1.297  0.9942
C  2.534  -3.228  -5.904  -0.4686
C  0.983  -1.686  -4.666  -0.0040
C  2.677  -5.005  -2.954  -1.8201
C  -1.642  -6.004  -0.248  -0.4802
C  -0.975  0.405  5.531  -0.4942
C  0.176  -2.921  -1.166  0.1774
C  -0.310  -5.639  -3.139  -1.0258
C  0.427  2.115  4.564  -1.3635
C  -4.962  -0.738  -0.815  -0.6000
C  -0.275  -2.090  -5.247  0.3384
C  4.684  -1.999  -4.684  -0.6111
C  1.470  -3.102  -1.720  -1.0782
C  2.076  -2.035  2.015  -1.1282
C  -3.743  -5.605  0.852  -0.7214
C  -2.582  -3.783  -0.203  0.9540
C  -2.821  -2.733  -6.280  -0.7854
C  1.607  3.281  -1.464  0.6728
C  -0.400  0.363  3.151  -0.7306
C  1.559  -4.357  -2.229  0.2731
C  0.357  1.533  3.318  0.1732
C  -1.710  -2.689  -7.110  -0.6191
C  4.730  -0.447  0.682  -0.6801
C  -0.461  -2.380  -6.609  -0.6976
C  -2.449  0.981  -2.022  0.9419
C  -2.730  -6.469  0.463  -0.6924
C  0.589  -0.324  -2.471  -0.9852
C  -1.551  -4.646  -0.593  -0.0617
C  -2.660  -2.453  -4.926  -1.1654
C  -4.564  1.607  -3.122  -0.9169
C  4.907  -3.083  -5.526  -0.6459
C  6.096  -0.486  0.895  -0.8673
C  3.815  -3.687  -6.130  -0.7600
C  3.413  -1.531  -4.454  -0.7523
C  -1.421  -2.131  -4.423  0.7854
C  -0.230  1.572  5.664  -0.4862
C  -1.046  -0.186  4.290  0.5287
C  -1.318  -1.392  2.195  -0.3940
C  -4.566  0.738  -0.806  -1.1389
C  6.597  -0.264  2.168  -0.4447
C  -3.653  -4.258  0.523  -0.2835
C  3.876  -0.197  1.738  0.5003
C  2.286  -2.136  -5.051  1.0204
C  0.863  -0.908  -3.522  -0.1087
C  5.737  0.008  3.221  -0.7322
C  -4.918  0.480  -4.100  -0.7436
C  4.368  0.046  3.009  -0.5051
C  -1.721  1.601  -3.178  -1.2528
H  -4.085  -1.369  -0.919  -0.1372
H  -1.830  -2.886  -8.170  0.3494
H  -3.992  2.368  -3.654  0.4429
H  5.522  -1.515  -4.201  0.3932
H  6.137  0.184  4.210  0.4023
H  -0.840  -6.673  -0.524  0.4637
H  -1.540  -2.123  1.446  0.3038
H  -2.082  1.223  -4.132  0.3407
H  -3.978  0.956  0.091  0.4623
H  2.408  -5.179  -3.996  0.3669
H  3.266  -0.690  -3.789  0.4657
H  -4.034  -0.106  -4.340  -0.0215
H  2.941  -5.960  -2.500  0.4608
H  -2.779  -7.517  0.730  0.3914
H  7.664  -0.284  2.337  0.3814
H  3.972  -4.549  -6.770  0.3336
H  3.546  -4.354  -2.940  0.3572
H  -1.264  -6.040  -2.802  0.4595
H  -5.671  -0.182  -3.679  0.2780
H  1.707  -3.756  -6.357  0.4289
H  -1.822  2.685  -3.150  0.4481
H  6.762  -0.694  0.070  0.4685
H  2.870  -2.594  1.531  0.4835
H  -4.592  -5.978  1.406  0.4044
H  0.373  -2.318  -7.292  0.5433
H  -1.487  -0.028  6.377  0.4048
H  0.861  1.976  2.476  0.5504
H  1.112  -2.461  1.751  0.0233
H  4.288  -0.610  -0.290  0.4995
H  -0.669  1.330  -3.080  -0.4331
H  0.301  -6.443  -3.539  0.3658
H  -5.470  -0.996  0.110  0.4062
H  -1.298  -1.897  -3.371  0.1423
H  -0.496  -4.890  -3.916  0.1612
H  2.210  -2.331  -1.724  0.5229
H  -3.518  -2.491  -4.263  0.5430
H  1.003  3.021  4.684  0.4783
H  5.911  -3.449  -5.697  0.3377
H  -5.631  -0.953  -1.642  0.3827
H  -3.799  -2.963  -6.684  0.3783
H  -2.512  -2.744  -0.485  -0.3643
H  -5.486  2.083  -2.769  0.3615
H  2.215  -2.022  3.091  0.4778
H  -5.468  1.355  -0.752  0.4197
H  -0.166  2.057  6.626  0.3991
H  3.691  0.258  3.826  0.4942
H  -4.434  -3.578  0.836  0.4588
H  -5.319  0.896  -5.024  0.4317
H  -2.320  -0.032  -0.362  -0.6140

Properties
2S+1: 4
Total charge: -1

---

*x*
C47H49F3N5O5S3V | ωB97M-V with the def2-TZVPD basis set

Last column: Mulliken charge in e.
Atoms and positions in Å:
V  -0.230  0.230  0.120  0.6886
S  0.839  -0.515  2.376  1.8276
S  -1.963  2.183  2.176  1.0733
S  -1.065  0.453  -4.402  -0.3641
F  -0.315  3.936  3.210  -0.2217
F  -1.833  4.799  1.937  -0.2360
F  -2.359  4.078  3.917  -0.2196
O  -1.508  1.328  3.248  -0.5743
O  -1.990  -0.665  0.825  0.9498
O  0.360  -1.895  2.679  -0.8696
O  -1.090  2.157  0.970  -0.9569
O  -3.373  2.161  1.881  -0.6921
N  -3.977  -3.410  0.230  0.1097
N  -3.543  -2.340  1.014  0.6896
N  1.661  1.154  -0.502  1.3865
N  3.242  2.456  -1.624  0.4650
N  -1.001  0.592  -1.835  0.6195
C  -0.603  -7.192  1.155  -0.7592
C  -3.665  -4.218  -2.098  -1.7500
C  -3.802  -3.807  4.401  -0.8505
C  4.561  0.355  -2.069  -0.5630
C  -4.579  2.139  -3.324  -0.5175
C  -0.334  -4.835  0.655  0.3237
C  3.567  1.395  -2.572  -0.7400
C  0.213  -4.050  -3.046  0.6786
C  -3.366  -3.260  -0.999  0.3701
C  -3.560  -1.308  3.207  -0.3760
C  3.472  0.385  1.975  -0.3453
C  -2.620  -1.602  0.311  -0.2044
C  4.074  3.650  -1.621  -0.7938
C  -3.219  1.642  -1.377  0.0080
C  2.585  -0.685  1.963  0.0128
C  1.084  0.244  3.974  -1.5138
C  0.209  -3.991  -1.610  -0.5261
C  -0.340  0.205  -2.873  0.5141
C  4.328  -2.161  1.263  -0.6125
C  4.799  0.170  1.640  -0.5943
C  5.190  3.619  -0.582  -0.9152
C  -0.079  -5.088  -0.721  0.7432
C  1.730  3.487  0.026  -1.3966
C  -3.610  1.660  -4.177  -0.5294
C  -0.530  -4.979  -3.826  -0.5205
C  -2.430  1.163  -3.613  1.0211
C  -2.234  1.157  -2.236  -0.9361
C  -0.329  -7.468  -0.181  -0.7373
C  0.171  -3.983  -5.925  -0.6838
C  0.920  -3.077  -3.809  -0.5125
C  -0.066  -6.456  -1.091  -0.7274
C  -3.719  -3.710  3.019  0.1656
C  5.229  -1.107  1.287  -0.7062
C  2.219  2.287  -0.733  0.6065
C  -3.756  -2.666  5.190  -0.5640
C  -5.420  -3.640  0.264  -1.2348
C  -0.544  -4.942  -5.210  -1.0208
C  -1.604  3.838  2.843  0.3029
C  -3.623  -1.423  4.586  -0.4637
C  0.899  -3.049  -5.190  -0.4473
C  2.992  -1.954  1.598  -0.4623
C  -4.382  2.129  -1.932  -1.0939
C  0.415  -2.700  -1.031  -0.3070
C  -2.529  -2.204  -0.994  -0.9640
C  -0.583  -5.856  1.554  -0.9858
C  -3.606  -2.458  2.434  -0.0040
C  0.423  -1.545  -0.604  0.3393
H  3.135  1.378  2.248  0.2784
H  -3.709  -5.238  -1.715  0.3941
H  3.452  4.531  -1.464  0.4048
H  4.781  3.461  0.418  0.1636
H  -0.764  -5.599  2.592  0.4789
H  5.740  4.562  -0.580  0.4458
H  3.951  1.880  -3.472  0.4896
H  6.266  -1.274  1.022  0.3951
H  4.657  -3.152  0.980  0.4258
H  1.840  -0.359  4.472  0.4766
H  -2.874  -4.166  -2.844  0.2671
H  -1.820  -1.933  -1.754  0.5541
H  -5.154  2.508  -1.275  0.4903
H  1.503  -2.344  -3.261  0.5525
H  2.260  -2.752  1.572  0.4304
H  1.383  1.287  3.882  0.3292
H  -0.799  -7.987  1.864  0.3806
H  5.546  0.795  -1.906  0.3638
H  -4.618  -3.987  -2.580  0.4079
H  0.554  -0.401  -2.771  -0.4758
H  -3.876  -4.786  4.858  0.3836
H  0.199  -6.729  -2.104  0.6046
H  -0.305  -8.498  -0.522  0.3767
H  -3.693  -4.599  2.403  0.4720
H  0.855  3.200  0.606  -0.3389
H  5.501  0.996  1.655  0.3697
H  1.452  4.300  -0.647  0.4901
H  2.501  3.858  0.705  0.3092
H  -3.460  -0.342  2.740  0.3986
H  -5.507  2.520  -3.731  0.3826
H  -5.625  -4.648  -0.089  0.4178
H  2.110  0.384  -0.993  -0.6246
H  0.123  0.186  4.477  0.4418
H  4.233  -0.091  -1.129  -0.2172
H  1.472  -2.287  -5.712  0.3859
H  -3.815  -2.746  6.268  0.3946
H  -0.300  -3.810  1.008  0.1094
H  -3.083  1.631  -0.304  0.0868
H  4.667  -0.448  -2.801  0.4407
H  -1.141  -5.714  -3.319  0.5413
H  5.895  2.812  -0.782  0.2232
H  4.502  3.745  -2.620  0.3696
H  -1.140  -5.674  -5.747  0.3688
H  -3.570  -0.522  5.185  0.4377
H  2.633  0.906  -2.859  0.0171
H  -5.956  -2.914  -0.356  0.3030
H  -3.758  1.652  -5.249  0.4060
H  -5.764  -3.556  1.291  0.4250
H  0.155  -3.960  -7.007  0.3699

Properties
2S+1: 4
Total charge: -1

---

Ranking the structures above by stability puts *x* first and *w* last.